# 1
98
Properties=species:S:1:pos:R:3:forces:R:3:mulliken_charge:R:1 method="wB97M-V/def2-TZVPD" mol_weight_g_mol=808.7 e_above_lowest_kcal_mol=5.43 e_tot_ha=-3425.9888 total_charge=0
Ti -0.886586 -0.411252 1.022706 -0.988 0.525 -0.565 -0.363
O -1.649949 -2.089387 1.014619 -0.185 -0.818 0.236 -0.384
C -1.167711 -3.319647 1.302259 -0.158 0.065 0.213 0.666
C -0.775971 -4.178851 0.279589 0.009 0.082 -0.228 -0.094
C -0.193868 -5.401699 0.560014 -0.032 -0.057 0.018 -0.764
C -0.032414 -5.826804 1.873157 -0.012 0.009 -0.014 -0.908
C -0.524749 -5.033685 2.893306 -0.016 -0.049 0.053 -0.557
C -1.086955 -3.789553 2.630175 -0.234 0.204 0.190 0.703
C -1.850673 -3.047306 3.652877 0.056 -0.120 -0.290 -0.887
N -1.949409 -1.792352 3.585379 0.131 0.140 0.166 0.142
C -3.089148 -1.127097 4.164440 0.050 -0.005 -0.140 -0.859
C -3.800375 -0.483266 2.955997 0.180 0.015 0.094 -0.982
N -2.831151 0.418428 2.349674 -0.109 -0.489 -0.054 0.332
C -2.930847 1.647818 2.645286 0.191 0.172 0.067 -0.529
C -1.839346 2.604148 2.490617 -0.342 -0.182 -0.066 0.336
C -2.066331 3.976339 2.627274 -0.082 0.069 -0.010 -0.512
C -1.014845 4.864951 2.634236 0.096 -0.007 -0.008 -0.867
C 0.289510 4.370858 2.534886 -0.061 0.048 0.026 -0.579
C 0.532907 3.019129 2.422056 0.143 0.012 -0.078 -0.464
C -0.530723 2.120330 2.381635 -0.021 -0.351 0.132 0.610
O -0.309517 0.804168 2.274871 0.537 0.668 0.572 -0.254
H -0.921740 -3.860943 -0.743660 0.083 0.028 0.049 -0.018
H 0.133842 -6.031394 -0.258520 0.001 0.014 0.016 0.472
H 0.440006 -6.775671 2.091257 -0.031 0.010 -0.002 0.377
H -0.479391 -5.375222 3.922665 -0.005 -0.002 -0.045 0.498
H -2.473671 -3.643985 4.334793 -0.018 -0.026 -0.005 0.344
H -2.761779 -0.338093 4.844402 -0.028 0.031 0.009 0.360
H -3.773506 -1.804566 4.689660 0.002 -0.053 0.044 0.456
H -4.702136 0.041634 3.284728 -0.038 0.059 -0.027 0.512
H -4.060478 -1.263151 2.241721 -0.060 -0.024 -0.009 0.246
H -3.835700 2.014757 3.140498 -0.006 0.037 0.068 0.376
H -3.087954 4.330964 2.719492 0.020 -0.004 0.038 0.462
H -1.192198 5.928513 2.721315 0.003 -0.016 -0.009 0.379
H 1.123981 5.060294 2.532354 -0.008 -0.005 -0.024 0.466
H 1.535421 2.631898 2.304870 -0.008 0.026 -0.021 0.326
C -2.877120 -3.468589 -2.565857 -0.011 0.029 0.002 -1.630
C -2.807365 -2.039464 -2.015793 0.065 -0.001 -0.114 0.414
C -1.881342 -1.179922 -2.841125 -0.134 -0.023 0.020 1.272
C -2.296760 -0.797013 -4.111439 -0.007 0.019 -0.047 -0.579
C -1.464704 -0.082599 -4.958038 -0.001 -0.024 0.035 -1.395
C -0.203113 0.271222 -4.515336 0.022 -0.055 -0.053 -0.666
C 0.246151 -0.061260 -3.239300 0.051 0.056 0.051 0.967
C 1.617900 0.450563 -2.841612 -0.044 -0.171 -0.036 0.691
C 2.754232 -0.296529 -3.551099 -0.057 0.047 0.011 -1.520
C -0.602850 -0.812693 -2.402895 0.046 0.145 0.132 -1.087
N -0.187663 -1.156410 -1.075373 0.292 0.052 -0.113 1.495
C 0.941359 -1.762514 -0.948131 -0.036 -0.136 -0.008 -0.824
C 1.494881 -1.949494 0.343251 -0.048 -0.024 0.113 -0.178
C 2.583582 -2.663572 0.806389 0.186 -0.095 0.117 -1.045
C 2.579881 -2.519952 2.206407 0.018 -0.021 -0.054 -1.303
C 1.491968 -1.717128 2.523715 -0.039 0.081 -0.087 -1.491
N 0.833687 -1.364549 1.397308 0.556 -0.174 -0.188 2.725
H -3.463752 -4.113682 -1.908583 0.012 0.016 -0.020 0.432
H -1.878018 -3.900458 -2.662396 -0.034 0.004 -0.009 0.407
H -3.333002 -3.484926 -3.557329 0.015 -0.011 -0.002 0.412
H -2.486119 -2.055174 -0.979768 -0.030 0.008 0.000 -0.837
H -3.806686 -1.598127 -2.040536 -0.010 0.008 0.045 0.578
H -3.292729 -1.077749 -4.439070 0.031 -0.009 0.005 0.500
H -1.798005 0.206962 -5.947353 0.007 -0.009 0.027 0.398
H 0.455263 0.839249 -5.165556 -0.036 0.011 0.029 0.514
H 1.744811 0.431305 -1.759968 0.029 0.019 0.030 -0.715
H 1.674467 1.501171 -3.140134 -0.024 0.050 0.039 0.019
H 2.769111 -1.356461 -3.293412 0.001 -0.004 0.010 0.312
H 3.725620 0.122904 -3.285554 -0.012 0.001 -0.004 0.412
H 2.644848 -0.227011 -4.635002 0.005 -0.006 0.015 0.400
H 1.466024 -2.153424 -1.816453 0.029 0.009 -0.042 0.529
H 3.290159 -3.216865 0.205351 -0.034 0.026 0.018 0.601
H 3.276603 -2.951661 2.908629 -0.017 0.017 -0.026 0.502
H 1.148275 -1.376084 3.488747 -0.018 -0.006 -0.004 0.587
F -0.935410 3.258995 -5.672043 0.026 -0.023 0.010 -0.395
C -0.548270 3.505555 -4.414901 0.019 0.026 -0.134 0.351
C -1.303845 3.144232 -3.380840 -0.113 -0.108 0.231 0.160
N -0.942649 3.403661 -2.075051 0.078 -0.118 -0.057 0.400
C -1.754487 2.907785 -0.974171 -0.151 0.055 -0.233 -2.250
C -1.315915 1.550738 -0.465270 0.199 -0.218 -0.419 2.408
O -2.199284 0.660745 -0.201073 0.296 0.280 0.049 -0.783
O -0.114131 1.309798 -0.260055 -0.182 0.106 0.160 -0.060
C 0.219797 4.099898 -1.774462 -0.067 0.047 0.015 0.353
O 0.513362 4.459566 -0.659316 0.016 -0.045 -0.007 -0.619
N 1.011309 4.373191 -2.876590 -0.003 0.007 -0.044 0.003
C 0.751326 4.126295 -4.224195 0.127 0.038 0.076 0.264
O 1.546574 4.407445 -5.090104 -0.019 0.010 -0.006 -0.647
H -2.241512 2.626551 -3.533275 0.018 -0.034 0.038 0.282
H -2.792946 2.843733 -1.290746 -0.035 0.095 0.000 0.353
H -1.654510 3.614538 -0.152014 -0.066 0.000 0.096 0.213
H 1.886816 4.832612 -2.669422 -0.012 0.017 0.002 0.241
C 5.629423 0.983535 3.065046 -0.066 -0.048 -0.071 -0.901
N 4.830430 1.002215 1.854099 0.063 0.055 0.074 0.122
C 5.279707 1.185458 0.568093 -0.029 -0.024 0.049 -0.650
C 4.168860 1.118571 -0.220858 -0.136 -0.033 0.040 -0.523
N 3.045739 0.893164 0.544054 0.268 0.172 -0.127 0.422
C 3.485646 0.838038 1.775852 -0.057 -0.087 -0.036 -0.993
H 6.668263 1.166508 2.805064 0.018 0.011 -0.010 0.302
H 5.558677 0.014470 3.557982 -0.001 -0.015 -0.014 0.310
H 5.300736 1.757611 3.756430 -0.007 0.030 0.001 0.325
H 6.321717 1.346297 0.345923 -0.043 -0.012 0.013 0.393
H 4.111143 1.223827 -1.292624 0.002 -0.004 0.040 0.334
H 2.877264 0.664597 2.651106 0.023 -0.016 -0.027 0.644

# 2
88
Properties=species:S:1:pos:R:3:forces:R:3:mulliken_charge:R:1 method="wB97M-V/def2-TZVPD" mol_weight_g_mol=639.9 e_tot_ha=-2299.8122 total_charge=0
C -4.449347 1.840789 -5.226778 0.113 -0.292 0.119 -0.903
C -5.959042 1.671823 -5.169704 -0.058 0.444 -0.411 -0.762
N -6.467512 1.410339 -3.838033 0.287 0.104 0.384 -0.049
C -7.746301 0.731999 -3.809814 -0.201 -0.673 -0.020 -0.768
C -8.506491 0.910208 -2.507030 0.018 0.323 0.026 -0.845
C -7.595869 0.673665 -1.304602 -0.304 -0.399 0.211 -0.909
C -6.288680 1.398949 -1.413560 0.384 0.404 0.082 0.687
C -5.779156 1.730851 -2.707459 0.278 0.152 0.478 0.382
C -4.537232 2.430630 -2.779988 0.075 0.100 0.626 0.695
C -3.886882 2.848246 -1.628920 -0.338 -0.700 0.112 -0.997
C -4.355963 2.494043 -0.332732 -0.089 -0.251 -0.377 0.640
C -3.627259 2.837944 0.848588 0.064 -0.043 0.205 -0.587
C -2.336674 3.375725 0.866023 0.269 -0.586 -0.139 -0.187
C -1.864162 4.219526 1.865998 0.026 0.122 0.270 -0.220
C -0.686914 5.029954 1.716589 0.551 -0.057 0.101 1.051
C 0.334038 4.597397 0.837880 0.090 0.491 -0.051 -0.145
C 1.457192 5.363305 0.578986 -0.603 -0.316 0.439 0.211
C 1.639906 6.621304 1.220423 -0.500 -0.324 0.111 0.601
N 2.768652 7.346723 0.999444 -0.249 -0.112 -0.020 -0.055
C 3.862105 6.862980 0.179561 0.187 0.124 -0.574 -0.897
C 3.872180 5.355274 -0.002943 0.085 -0.102 0.181 -0.648
C 2.486359 4.838679 -0.362426 0.280 -0.264 -0.370 -1.168
C 2.996807 8.640824 1.606240 0.242 0.102 0.532 -0.845
C 1.713894 9.367842 1.965322 -0.189 -0.019 -0.251 -0.855
C 0.731529 8.457128 2.703041 -0.043 0.390 0.611 -1.004
C 0.619459 7.089994 2.104067 -0.178 -0.726 -0.258 0.602
C -0.472311 6.276339 2.382230 -0.150 -0.396 -0.340 -1.174
C -5.589183 1.774510 -0.278324 0.340 0.214 -0.093 -1.545
C -3.921121 2.731147 -4.106531 0.205 0.474 -0.437 -0.913
H -3.971800 0.857785 -5.152783 -0.069 0.059 0.009 0.345
H -4.175627 2.263085 -6.196193 -0.028 -0.115 0.042 0.358
H -6.435905 2.581168 -5.573837 0.000 -0.119 0.127 0.308
H -6.288247 0.847608 -5.818034 0.189 0.119 0.129 0.499
H -8.335665 1.080593 -4.667667 0.058 0.044 0.220 0.506
H -7.580375 -0.347801 -3.973742 -0.005 0.169 -0.023 0.316
H -8.932546 1.917893 -2.454247 0.096 -0.043 -0.041 0.325
H -9.342462 0.206334 -2.488421 0.058 0.101 -0.022 0.364
H -8.102756 1.006092 -0.392793 0.038 -0.160 -0.085 0.403
H -7.426066 -0.409378 -1.197226 0.040 0.221 -0.005 0.312
H -2.972323 3.440071 -1.717343 -0.267 -0.228 -0.064 0.611
H -4.110110 2.650855 1.810446 -0.134 0.359 -0.117 0.407
H -1.670529 3.104368 0.036518 -0.467 0.665 0.098 0.255
H -2.461301 4.357417 2.771522 -0.040 0.091 -0.281 0.301
H 0.253657 3.606497 0.384776 0.143 0.317 0.112 0.077
H 3.802494 7.343786 -0.812714 0.023 -0.038 0.151 0.325
H 4.799615 7.211907 0.632318 -0.136 -0.152 -0.027 0.544
H 4.586236 5.092976 -0.787474 0.025 0.059 0.127 0.402
H 4.205963 4.871937 0.923537 -0.052 0.069 -0.160 0.151
H 2.476725 3.741621 -0.324104 -0.002 0.219 -0.057 0.440
H 2.222639 5.122391 -1.394358 0.145 0.006 0.183 0.342
H 3.603057 8.512062 2.520049 -0.056 -0.013 -0.139 0.339
H 3.609279 9.231357 0.914066 -0.184 -0.019 0.067 0.517
H 1.960774 10.233134 2.586174 -0.039 -0.065 -0.096 0.372
H 1.240684 9.750019 1.054447 0.058 -0.078 0.019 0.337
H 1.024388 8.383195 3.762668 -0.029 -0.020 -0.227 0.291
H -0.260856 8.924713 2.689737 0.177 -0.059 0.108 0.399
H -1.222505 6.613661 3.103676 0.216 -0.010 -0.238 0.458
H -5.980324 1.503918 0.708292 0.070 0.056 -0.325 0.465
H -2.836044 2.593141 -4.024383 -0.177 0.098 -0.066 0.419
H -4.077826 3.793722 -4.349216 -0.035 -0.210 -0.055 0.319
C -4.875742 0.086539 4.282049 -0.049 0.013 -0.039 -0.594
C -4.070976 -0.219231 3.179495 0.064 0.221 0.198 -0.560
C -2.762068 0.244677 3.104490 -0.202 0.183 0.198 -0.642
C -2.213810 1.027420 4.151964 -0.321 -0.001 0.143 0.823
C -0.872990 1.515458 4.019781 0.807 0.584 0.407 0.509
C -0.137115 1.342479 2.844854 1.283 0.197 -0.806 0.045
N 0.560096 1.255268 1.898142 -1.151 0.083 1.033 -0.827
S -0.091245 2.432390 5.349482 0.267 -0.871 -1.747 1.446
C 1.638193 2.575701 4.843975 0.058 0.131 0.065 -0.574
C 2.581537 1.671237 5.327781 -0.082 0.036 -0.240 -0.391
C 3.917352 1.810447 4.948635 -0.084 0.088 -0.007 -0.550
C 4.319992 2.855426 4.114907 -0.234 -0.017 -0.080 -0.604
C 3.366693 3.765041 3.650333 -0.117 -0.170 0.237 -0.092
C 2.029819 3.632517 4.027703 -0.003 -0.008 -0.117 0.039
O -0.632506 3.774956 5.354738 -0.047 0.189 0.439 -0.591
O -0.074886 1.640817 6.556536 -0.295 0.269 0.261 -0.744
C -3.032445 1.319299 5.277767 -0.089 -0.167 -0.267 -0.596
C -4.343484 0.856268 5.326058 0.171 -0.111 -0.255 -0.692
H -5.906576 -0.272565 4.330506 0.337 0.089 0.006 0.377
H -4.459566 -0.825621 2.365162 -0.020 0.039 0.095 0.437
H -2.133333 0.023283 2.239068 -0.226 -0.038 0.240 0.341
H 2.260702 0.862145 5.980146 0.065 0.170 -0.126 0.432
H 4.643983 1.088902 5.306720 -0.029 0.094 -0.013 0.355
H 5.368279 2.954992 3.813630 -0.408 -0.059 0.152 0.375
H 3.655149 4.583255 2.996177 -0.020 -0.081 0.136 0.319
H 1.278669 4.342986 3.685841 0.155 -0.125 0.036 0.322
H -2.628789 1.907751 6.105430 -0.178 -0.213 -0.304 0.360
H -4.964188 1.089041 6.190657 0.143 -0.031 -0.159 0.375